{
  "formula": "C6H10N2O2S",
  "method": "ωB97M-V/def2-TZVPD",
  "relative_energy_kcal_mol": 178.63,
  "charge": 0,
  "homo_lumo_gap_ev": 9.89,
  "smiles": "C=CC[C@H](C=C)N(S)[N+](=O)[O-]",
  "energy_ha": -892.56982,
  "lumo_ev": 0.117,
  "mol_weight_g_mol": 174.23,
  "elements": ["C", "C", "C", "C", "C", "C", "N", "S", "N", "O", "O", "H", "H", "H", "H", "H", "H", "H", "H", "H", "H"],
  "coordinates": [[-2.605, 0.683, -1.460], [-1.288, 0.736, -1.281], [-0.468, 1.015, -0.037], [0.415, -0.180, 0.233], [-0.034, -0.880, 1.623], [-1.089, -1.663, 1.589], [1.829, 0.042, 0.291], [2.505, 1.643, 0.866], [2.662, -0.653, -0.537], [2.282, -1.657, -1.143], [3.824, -0.254, -0.573], [-3.088, 0.241, -2.378], [-3.373, 0.911, -0.672], [-0.604, 0.412, -2.003], [0.141, 1.896, -0.071], [-1.080, 0.979, 0.826], [0.347, -0.958, -0.499], [0.583, -0.765, 2.401], [-1.533, -2.140, 2.463], [-1.743, -1.747, 0.664], [2.316, 2.339, -0.303]],
  "forces_ev_per_angstrom": [[-1.21, -0.65, 0.09], [-0.42, 0.36, 1.12], [-0.84, -0.74, -0.58], [-0.25, -1.87, 2.54], [-1.25, -0.02, -5.11], [-1.96, -0.14, -0.62], [1.25, 2.90, 0.70], [-0.94, -1.65, -0.96], [2.29, -0.77, -0.88], [-0.61, 1.08, 0.86], [-0.81, -0.31, -0.17], [0.91, 0.76, 0.84], [1.12, -0.02, -0.61], [0.44, -0.45, -1.79], [-0.08, 0.67, -0.15], [-0.93, 1.05, 0.74], [-0.48, -0.38, -0.58], [2.12, 0.54, 3.00], [0.42, -0.01, -0.06], [1.10, 0.06, 1.08], [0.14, -0.42, 0.56]]
}

---

{
  "formula": "C6H10N2O2S",
  "method": "ωB97M-V/def2-TZVPD",
  "relative_energy_kcal_mol": 94.05,
  "charge": 0,
  "homo_lumo_gap_ev": 9.55,
  "energy_ha": -892.70462,
  "lumo_ev": 0.589,
  "mol_weight_g_mol": 174.23,
  "elements": ["C", "C", "C", "C", "C", "C", "N", "N", "O", "O", "S", "H", "H", "H", "H", "H", "H", "H", "H", "H", "H"],
  "coordinates": [[-0.214, 0.995, 0.067], [-0.785, -0.425, 0.265], [-1.563, 1.811, 0.080], [0.211, -1.408, 0.789], [-2.594, 0.729, -0.376], [2.084, -1.641, -0.685], [-2.014, -0.531, -0.117], [1.546, -1.022, 0.513], [2.769, 1.040, -0.321], [0.614, 1.184, 1.223], [2.285, 0.539, 0.933], [0.412, 1.335, -0.775], [-1.921, 2.240, 1.006], [-1.483, 2.641, -0.567], [0.076, -1.316, 1.889], [0.086, -2.465, 0.420], [-3.610, 0.885, 0.017], [-2.825, 0.754, -1.448], [2.907, -2.300, -0.413], [1.414, -2.247, -1.251], [2.608, -0.796, -1.247]],
  "forces_ev_per_angstrom": [[-1.03, 0.54, 1.91], [-1.18, 1.19, -3.19], [0.22, -1.03, -0.19], [-1.26, -0.41, 1.48], [-0.20, 1.64, -1.29], [3.00, 1.79, -0.04], [1.64, -2.10, 2.15], [1.93, 0.37, -0.56], [0.71, 0.66, -0.33], [2.37, 0.38, 0.43], [-4.84, -1.19, 0.03], [-0.54, -0.99, -0.33], [0.56, -0.30, 0.71], [-0.03, 0.81, -1.00], [-0.19, -0.73, -0.42], [-0.24, 1.12, 0.73], [0.47, -0.41, 0.60], [0.41, 0.26, -0.20], [0.12, -0.33, 0.09], [-0.87, 0.21, -0.47], [-1.07, -1.50, -0.11]]
}

---

{
  "formula": "C6H10N2O3",
  "method": "ωB97M-V/def2-TZVPD",
  "relative_energy_kcal_mol": 149.94,
  "charge": 0,
  "homo_lumo_gap_ev": 10.51,
  "smiles": "CC(=O)NOC(C)(C)C#[N+][O-]",
  "energy_ha": -569.66978,
  "lumo_ev": 0.605,
  "mol_weight_g_mol": 158.16,
  "elements": ["C", "C", "O", "N", "O", "C", "C", "C", "C", "N", "O", "H", "H", "H", "H", "H", "H", "H", "H", "H", "H"],
  "coordinates": [[-3.187, 1.039, -0.393], [-2.020, 0.289, 0.126], [-2.050, -0.410, 1.119], [-1.048, 0.232, -0.799], [0.114, -0.574, -0.662], [1.310, -0.112, 0.139], [1.034, -0.795, 1.514], [2.353, -0.704, -0.787], [1.413, 1.334, 0.130], [1.071, 2.450, 0.182], [0.890, 3.631, 0.038], [-3.867, 1.197, 0.514], [-3.720, 0.435, -1.117], [-2.810, 1.916, -0.762], [-0.913, 0.736, -1.645], [1.045, -1.809, 1.392], [0.187, -0.357, 1.862], [1.956, -0.527, 2.072], [3.218, -0.873, -0.147], [2.708, -0.059, -1.652], [2.015, -1.592, -1.133]],
  "forces_ev_per_angstrom": [[-1.93, -1.22, 2.91], [-0.87, -1.93, -0.17], [0.46, 0.48, 0.31], [3.39, -0.88, 0.30], [-1.53, 0.68, -0.30], [-2.13, -1.18, -1.26], [4.94, 2.96, -1.63], [2.66, 2.88, 1.27], [-0.87, 1.15, 0.91], [0.79, -0.81, -0.89], [-0.24, 0.07, 0.43], [0.87, 0.06, -1.47], [0.02, 0.06, -0.23], [0.24, 2.53, -1.26], [-0.73, 0.75, -0.32], [-0.48, -2.63, -0.37], [-2.42, 0.78, 1.42], [-0.72, -0.17, 0.47], [0.43, -0.19, -0.22], [-0.85, -0.55, 1.17], [-1.01, -2.84, -1.09]]
}